# 1
# C36H43Cl2N2OP3ReS

C36H43Cl2N2OP3ReS as an isolated structure (wB97M-V/def2-TZVPD, the OMol25 dataset).

Values from the calculation:
- HOMO-LUMO gap (spin up / spin down): 7.8 / 3.7 eV
- LUMO energy (spin up / spin down): -4.55 / -8.68 eV
- Electronic energy: -4002.76983 hartree
- ⟨S²⟩: 3.79
- Max |F|: 0.070 Eh/bohr
- HOMO energy (spin up / spin down): -0.453 / -0.454 Ha

ORCA input file:
```
! wB97M-V def2-TZVPD RIJCOSX def2/J DEFGRID3
* xyz 2 4
P 1.1406 1.6654 -5.2163
C 2.8154 1.7682 -5.9570
C 3.1926 1.0875 -7.1242
H 2.5193 0.3598 -7.5795
C 4.4282 1.3573 -7.7220
H 4.6933 0.8491 -8.6492
C 5.3076 2.2718 -7.1377
H 6.2580 2.5006 -7.6237
C 4.9675 2.8922 -5.9301
H 5.6645 3.5852 -5.4577
C 3.7363 2.6334 -5.3290
H 3.4694 3.1056 -4.3809
C 0.4110 0.2949 -6.2022
C 0.7500 -1.0198 -5.8207
H 1.3434 -1.1816 -4.9174
C 0.3465 -2.1025 -6.5969
H 0.6102 -3.1149 -6.2841
C -0.3800 -1.8944 -7.7733
H -0.6634 -2.7409 -8.3992
C -0.7364 -0.5969 -8.1458
H -1.3078 -0.4208 -9.0572
C -0.3590 0.4936 -7.3581
H -0.6419 1.5041 -7.6581
C 0.3258 3.1120 -5.9943
C 0.8521 3.7784 -7.1114
H 1.8508 3.5336 -7.4765
C 0.0877 4.7447 -7.7723
H 0.4915 5.2249 -8.6635
C -1.1778 5.0895 -7.2922
H -1.7804 5.8268 -7.8252
C -1.6671 4.4914 -6.1255
H -2.6390 4.7879 -5.7271
C -0.9220 3.5105 -5.4694
H -1.2940 3.0523 -4.5499
Re 0.3419 0.0051 -0.5199
C -1.5998 -0.7427 -0.6513
C -2.1638 -0.9849 -1.8615
H -2.1527 -0.9723 0.2721
C -1.3375 -0.6260 -3.0731
O -2.0501 0.3866 -3.8295
H -1.5692 0.5728 -4.6619
C -0.0561 -0.0998 -2.5493
H -1.1547 -1.5250 -3.6866
C 0.8010 0.8577 -2.3750
Cl -0.0054 -0.8598 1.7917
Cl 2.5058 0.8203 0.1187
P 1.4122 -1.9923 -0.6861
C 2.4065 -2.5548 0.7578
H 1.7435 -2.8868 1.5614
H 3.0299 -1.7318 1.1226
H 3.0479 -3.3824 0.4349
C 0.3490 -3.4585 -0.9280
H -0.2936 -3.3232 -1.8055
H -0.2874 -3.5917 -0.0451
H 0.9783 -4.3471 -1.0681
C 2.6729 -2.1181 -1.9977
H 3.3255 -1.2384 -1.9603
H 2.1921 -2.1764 -2.9798
H 3.2647 -3.0238 -1.8171
P -3.8551 -1.6436 -2.0415
C -4.3988 -2.4855 -0.5645
C -3.7993 -2.7844 -3.4258
H -4.4947 -1.7820 0.2715
H -3.6921 -3.2774 -0.2841
H -5.3781 -2.9404 -0.7651
H -3.2566 -2.3263 -4.2629
H -4.8325 -3.0025 -3.7296
H -3.2987 -3.7154 -3.1247
C -4.8854 -0.2550 -2.4938
H -5.2199 0.2720 -1.5860
H -5.7501 -0.6266 -3.0572
H -4.2867 0.4245 -3.1176
H 1.5092 1.5623 -2.8003
N 1.0431 1.7100 2.5772
C 0.1632 2.3468 1.7907
N -0.3057 1.9669 0.5992
C -1.1946 2.9139 0.0804
C -1.8599 2.8875 -1.1556
C -2.6967 3.9468 -1.5187
C -2.8961 5.0295 -0.6452
C -2.2722 5.0569 0.6096
C -1.4073 4.0200 0.9484
S -0.4494 3.8849 2.3969
H 1.2824 2.1493 3.4610
H 1.1586 0.6957 2.4674
H -1.7113 2.0304 -1.8152
H -3.1985 3.9273 -2.4863
H -3.5394 5.8626 -0.9433
H -2.4314 5.8626 1.3241
*
```

# 2
# C36H43Cl3N3O4PtSSi

C36H43Cl3N3O4PtSSi as an isolated structure (wB97M-V/def2-TZVPD, the OMol25 dataset).

Values from the calculation:
- HOMO-LUMO gap: 7.2 eV
- LUMO energy: 2.22 eV
- Electronic energy: -4050.47597 hartree
- Max |F|: 0.027 Eh/bohr
- HOMO energy: -0.182 Ha

ORCA input file:
```
! wB97M-V def2-TZVPD RIJCOSX def2/J DEFGRID3
* xyz -1 1
Pt 0.7361 0.7812 -0.8188
C 2.8235 0.6324 -0.7571
Si 3.1661 0.9556 0.9857
C 1.8212 -0.0064 1.9200
N 0.4846 0.2047 1.3163
C -0.4672 -0.9328 1.5512
C -1.5820 -0.6082 2.5380
C -1.0223 0.1144 3.7588
C -0.4133 1.4580 3.3309
C -0.1115 1.4847 1.8313
C 3.1112 2.7824 1.4261
C 3.3978 3.2255 2.7189
C 3.3017 4.5681 3.0573
C 2.9150 5.4964 2.0964
C 2.6270 5.0739 0.8067
C 2.7235 3.7276 0.4754
C 4.8178 0.3325 1.6951
C 4.9784 -0.9514 2.2251
C 6.2130 -1.4100 2.6695
C 7.3266 -0.5877 2.5905
C 7.1947 0.6910 2.0660
C 5.9569 1.1400 1.6294
H 3.1436 -0.3751 -1.0475
H 3.3094 1.3401 -1.4353
H 1.8006 0.2095 2.9975
H 2.0685 -1.0708 1.8337
H 0.1157 -1.7696 1.9477
H -0.8808 -1.2323 0.5986
H -2.0687 -1.5449 2.8245
H -2.3413 0.0082 2.0479
H -0.2521 -0.5186 4.2126
H -1.7918 0.2608 4.5198
H 0.4867 1.6715 3.9121
H -1.1077 2.2772 3.5325
H 0.5716 2.3007 1.5960
H -1.0157 1.6601 1.2611
H 3.7078 2.5103 3.4758
H 3.5266 4.8908 4.0671
H 2.8358 6.5456 2.3553
H 2.3158 5.7887 0.0534
H 2.4606 3.4071 -0.5269
H 4.1268 -1.6180 2.2960
H 6.3039 -2.4096 3.0782
H 8.2913 -0.9401 2.9356
H 8.0590 1.3415 1.9997
H 5.8720 2.1466 1.2314
Cl 2.4919 3.7301 -4.6349
C 0.7784 3.5821 -4.1566
Cl -0.2339 3.6103 -5.6057
Cl 0.3478 4.9793 -3.1442
C 0.6303 2.2039 -3.3913
O 0.2817 1.2416 -4.0368
O 0.9721 2.3279 -2.1708
C 2.2274 -3.9017 0.0116
N 1.0021 -4.2936 -0.6867
C 1.1237 -5.5247 -1.4447
C 0.1539 -3.2714 -1.1110
O 0.4404 -2.0885 -1.0180
N -1.0431 -3.6696 -1.6538
C -1.8505 -2.6012 -2.2336
C -1.8086 -4.7485 -1.0636
H 2.3502 -4.4876 0.9248
H 2.1835 -2.8444 0.2517
H 3.1028 -4.0622 -0.6227
H 1.9955 -5.4808 -2.1090
H 0.2441 -5.6959 -2.0580
H 1.2543 -6.3765 -0.7733
H -1.2113 -1.8691 -2.7186
H -2.4283 -2.0678 -1.4733
H -2.5342 -3.0390 -2.9635
H -1.1980 -5.3201 -0.3684
H -2.1963 -5.4234 -1.8321
H -2.6624 -4.3436 -0.5086
C -7.6022 -0.8557 -3.7145
C -8.7857 -0.2568 -3.0011
O -9.9288 -0.4709 -3.3174
S -8.4958 0.8198 -1.6019
C -6.7318 0.8380 -1.4303
C -5.9706 1.8227 -2.0572
C -4.5931 1.8261 -1.9376
C -3.9285 0.8476 -1.1804
C -4.7144 -0.1232 -0.5383
C -6.0922 -0.1256 -0.6575
C -2.5100 0.8407 -1.0681
C -1.2923 0.8378 -0.9726
H -7.9641 -1.3598 -4.6073
H -7.1008 -1.5708 -3.0607
H -6.8679 -0.0942 -3.9707
H -6.4670 2.5823 -2.6487
H -4.0012 2.5840 -2.4339
H -4.2211 -0.8767 0.0632
H -6.6824 -0.8819 -0.1536
*
```

# 3
# C36H43Cl5N4O3PPbSi

C36H43Cl5N4O3PPbSi as an isolated structure (wB97M-V/def2-TZVPD, the OMol25 dataset).

Values from the calculation:
- HOMO-LUMO gap (spin up / spin down): 3.5 / 3.5 eV
- LUMO energy (spin up / spin down): -5.26 / -5.22 eV
- Electronic energy: -4965.88051 hartree
- Max |F|: 0.256 Eh/bohr
- HOMO energy (spin up / spin down): -0.321 / -0.322 Ha

ORCA input file:
```
! wB97M-V def2-TZVPD RIJCOSX def2/J DEFGRID3
* xyz 1 1
Pb 1.4354 -0.9216 -0.9270
Cl 2.5873 -6.8348 -4.7343
C 2.8080 -5.4193 -3.7988
C 1.7988 -4.9693 -3.0008
C 1.9642 -3.7781 -2.2567
N 1.0899 -3.2480 -1.4034
C 0.0895 -3.9406 -0.7520
O -0.5806 -4.8565 -1.1581
C -0.0106 -3.4319 0.6820
C -0.4847 -4.2915 1.6569
C -0.4623 -3.8822 2.9820
C 0.0046 -2.6116 3.2785
C 0.4440 -1.8050 2.2421
N 0.4618 -2.2086 0.9741
C 3.2645 -3.1045 -2.2645
C 4.2727 -3.5949 -3.0942
C 4.0510 -4.7076 -3.8699
Cl 5.2706 -5.2544 -4.9291
N 3.4002 -2.0967 -1.3563
C 4.5324 -1.9580 -0.6036
O 5.5516 -2.6069 -0.7202
C 4.3854 -0.9608 0.5192
C 5.5362 -0.5439 1.1731
C 5.4404 0.4307 2.1475
C 4.1957 0.9827 2.4111
C 3.1010 0.5132 1.7170
N 3.1775 -0.4727 0.8144
H 0.8584 -5.4966 -2.9455
H -0.8503 -5.2633 1.3563
H -0.7975 -4.5452 3.7678
H 0.0337 -2.2442 4.2944
H 0.8008 -0.8013 2.4334
H 5.2304 -3.0991 -3.1183
H 6.4775 -0.9909 0.8877
H 6.3199 0.7743 2.6745
H 4.0771 1.7779 3.1334
H 2.1283 0.9746 1.8352
Cl 1.1703 4.0192 0.4173
Si 0.8783 2.0556 -0.1851
Cl 2.8565 1.7822 -0.9648
Cl -0.1187 1.6685 -1.6236
O -0.0085 1.5371 1.2217
P -1.6275 2.0703 0.7646
C -1.1541 2.6277 -1.5189
C -0.3061 1.1441 -2.9602
C -0.1427 1.3849 -4.3734
C 0.1278 3.0571 -4.1270
C -1.2074 3.9007 -3.6096
C -1.6584 3.9089 -1.9341
C -2.5476 2.5668 2.3008
C -2.6194 1.6105 3.5037
C -1.2907 1.5199 4.2552
C -0.8315 2.9095 4.6954
C -0.6924 3.8215 3.4808
C -2.0320 3.9479 2.7515
C -2.4735 0.4694 0.0242
C -3.4912 0.7320 -1.0773
C -3.7595 -0.5788 -1.8612
C -3.1982 -1.8031 -1.1328
C -3.5978 -1.7653 0.3395
C -3.0582 -0.4960 1.0508
H 0.5511 2.4211 -2.1941
H -0.8069 0.8257 -0.9886
H 0.5639 0.7509 -1.5366
H -1.0367 1.2119 -4.9669
H 0.7247 0.9010 -4.8188
H 0.5241 3.5088 -5.0339
H 0.8271 3.1045 -3.3102
H -2.0749 3.5333 -4.1560
H -1.0384 4.9434 -3.8692
H -2.7072 4.1452 -1.7811
H -1.0395 4.6361 -1.3915
H -3.5452 2.6814 1.8499
H -2.9527 0.6224 3.2083
H -3.3742 2.0260 4.1807
H -0.5355 1.0814 3.5969
H -1.4109 0.8675 5.1227
H 0.1227 2.8352 5.2210
H -1.5647 3.3300 5.3901
H 0.0491 3.4087 2.7984
H -0.3483 4.8125 3.7814
H -1.9177 4.5985 1.8803
H -2.7698 4.4040 3.4173
H -1.5673 0.1211 -0.4168
H -3.1471 1.4955 -1.7696
H -4.4145 1.1132 -0.6283
H -3.3136 -0.5141 -2.8548
H -4.8361 -0.7026 -1.9891
H -2.1058 -1.8348 -1.2302
H -3.5806 -2.7131 -1.5972
H -3.2353 -2.6611 0.8476
H -4.6884 -1.7827 0.3927
H -2.2901 -0.7617 1.7813
H -3.8817 -0.0132 1.5785
*
```